Molecular formula: C4H6F2O
Method: DFT, the ωB97M-V functional and the def2-TZVPD basis

Last column: Löwdin spin population.
Element x y z (Å)
F (-1.636, 0.214, -2.068)  0.01
F (-1.311, 1.766, -0.590)  0.00
O (0.519, 0.739, -1.445)  0.23
C (0.221, -0.042, -0.377)  0.60
C (0.263, 0.922, 1.704)  0.84
C (0.441, -1.451, -0.348)  0.09
C (-0.785, 0.651, -1.088)  0.05
H (0.300, -1.929, -1.327)  0.03
H (1.330, 1.086, 1.766)  0.05
H (-0.066, -0.050, 2.105)  0.05
H (-0.333, -1.923, 0.278)  0.00
H (1.449, -1.774, -0.106)  0.01
H (-0.392, 1.790, 1.494)  0.04

For the gap between HOMO and LUMO (alpha / beta), the calculation gives 0.26729 / 0.37394 hartree. Its charge is 0. Its highest occupied orbital energy (alpha / beta) is -6.4 / -11.7 eV. As for the spin multiplicity: 3. As for the expectation value of S²: 2.007.